Entry 1:
A molecular structure, C19H23F6N4O8RuS2, computed with ωB97M-V/def2-TZVPD.

Geometry (Å):
1 Ru 0.012 0.125 0.131
2 C -1.624 -3.019 0.019
3 O -0.698 -2.268 0.785
4 C 0.563 -2.893 0.951
5 C 1.451 -2.645 -0.249
6 O 1.737 -1.250 -0.408
7 C 2.949 -0.844 0.238
8 H -1.790 -3.998 0.477
9 H -1.291 -3.158 -1.015
10 H -2.559 -2.465 0.014
11 H 0.438 -3.970 1.109
12 H 1.002 -2.446 1.843
13 H 0.955 -2.962 -1.168
14 H 2.388 -3.199 -0.157
15 H 3.780 -1.440 -0.145
16 H 2.863 -0.948 1.321
17 H 3.096 0.204 -0.008
18 F 0.083 4.481 -3.727
19 C 0.603 3.345 -3.288
20 F 0.034 2.327 -3.932
21 F 1.909 3.335 -3.544
22 S 0.371 3.171 -1.469
23 O 0.973 1.879 -1.175
24 O 0.966 4.320 -0.871
25 N -1.205 3.162 -1.464
26 S -2.164 2.665 -0.350
27 O -3.475 2.437 -0.887
28 O -1.617 1.624 0.509
29 C -2.390 4.092 0.793
30 F -2.967 5.094 0.139
31 F -1.220 4.489 1.263
32 F -3.173 3.721 1.802
33 O -7.057 0.022 -1.636
34 C -6.424 0.712 -2.692
35 N -4.992 0.552 -2.695
36 C -4.377 -0.391 -3.452
37 O -4.939 -1.104 -4.260
38 C -2.889 -0.486 -3.255
39 C -2.080 -0.834 -4.326
40 C -0.711 -0.903 -4.135
41 C -0.199 -0.638 -2.878
42 N -0.974 -0.333 -1.832
43 C -2.295 -0.264 -2.024
44 H -6.857 0.472 -0.809
45 H -6.645 1.780 -2.650
46 H -6.815 0.288 -3.612
47 H -4.433 1.186 -2.140
48 H -2.536 -1.042 -5.285
49 H -0.041 -1.150 -4.946
50 H 0.867 -0.662 -2.685
51 H -2.890 -0.032 -1.151
52 N 0.573 0.176 1.829
53 C 0.456 1.329 2.602
54 C -0.317 1.330 3.768
55 C -0.409 2.477 4.536
56 C 0.299 3.622 4.187
57 C 1.088 3.616 3.046
58 C 1.155 2.486 2.246
59 H -0.848 0.428 4.044
60 H -1.028 2.477 5.425
61 H 0.235 4.510 4.801
62 H 1.637 4.504 2.759
63 H 1.755 2.482 1.344

Summary:
HOMO energy (spin up / spin down): -7.57 / -7.54 eV
maximum force: 0.15 eV/Å
2S+1: 2
⟨S²⟩: 0.889
energy: -3049.1357 a.u.
LUMO (spin up / spin down): -0.010 / -0.006 Eh
gap between HOMO and LUMO (spin up / spin down): 7.30 / 7.37 eV

Results of the Löwdin charge analysis, in e, for atoms 1 through 8: 1.166 -0.091 -0.256 -0.201 -0.173 -0.321 -0.079 0.095

=====

Entry 2:
A single C19H23FN4O molecule, computed with ωB97M-V/def2-TZVPD.

Geometry (Å):
1 C -0.801 3.442 -1.539
2 C -0.385 2.010 -1.651
3 C 0.918 1.654 -1.970
4 C 1.211 0.294 -2.040
5 C 2.580 -0.200 -2.373
6 N 0.283 -0.618 -1.808
7 C -0.942 -0.187 -1.495
8 N -1.884 -1.127 -1.240
9 C -3.207 -0.734 -0.792
10 C -3.833 -1.819 0.082
11 C -2.859 -2.328 1.147
12 C -1.516 -2.771 0.533
13 C -0.270 -2.091 1.101
14 O 0.737 -2.719 1.337
15 N -0.395 -0.742 1.256
16 C 0.615 0.212 1.386
17 C 1.952 -0.118 1.197
18 C 2.900 0.883 1.255
19 F 4.196 0.563 1.042
20 C 2.569 2.201 1.502
21 C 1.235 2.509 1.706
22 C 0.246 1.540 1.654
23 C -1.191 1.917 1.868
24 C -1.498 -2.489 -0.987
25 N -1.316 1.094 -1.412
26 H -0.275 3.912 -0.710
27 H -1.872 3.506 -1.370
28 H -0.545 3.980 -2.450
29 H 1.674 2.400 -2.151
30 H 3.307 0.209 -1.675
31 H 2.601 -1.285 -2.321
32 H 2.858 0.119 -3.377
33 H -3.127 0.211 -0.243
34 H -3.845 -0.542 -1.664
35 H -4.156 -2.653 -0.542
36 H -4.723 -1.411 0.564
37 H -2.705 -1.550 1.899
38 H -3.317 -3.171 1.665
39 H -1.364 -3.844 0.677
40 H -1.306 -0.346 1.078
41 H 2.243 -1.135 0.999
42 H 3.336 2.958 1.537
43 H 0.958 3.532 1.911
44 H -1.653 1.290 2.632
45 H -1.263 2.952 2.192
46 H -1.754 1.818 0.938
47 H -0.492 -2.630 -1.385
48 H -2.182 -3.168 -1.503

Summary:
HOMO energy: -8.21 eV
maximum force: 0.73 eV/Å
energy: -1132.0124 a.u.
LUMO: 0.027 Eh
gap between HOMO and LUMO: 8.93 eV

Results of the Löwdin charge analysis, in e, for atoms 1 through 8: -0.025 -0.328 0.008 -0.322 -0.018 0.180 -0.365 -0.059

=====

Entry 3:
A single C19H23FN6S molecule, computed with ωB97M-V/def2-TZVPD.

Geometry (Å):
1 C 4.590 0.905 -4.334
2 S 3.081 0.065 -4.899
3 C 2.075 0.398 -3.541
4 N 2.506 1.087 -2.473
5 C 1.452 1.116 -1.676
6 N 1.300 1.674 -0.495
7 C 0.132 1.560 0.110
8 C 0.056 2.273 1.400
9 C -0.964 3.181 1.671
10 C -0.995 3.864 2.872
11 C 0.006 3.630 3.798
12 F -0.029 4.284 4.977
13 C 1.046 2.753 3.545
14 C 1.071 2.086 2.335
15 C -0.945 0.808 -0.431
16 C -2.217 0.524 0.304
17 C -2.029 -0.159 1.684
18 N -1.565 -1.514 1.735
19 C -0.158 -1.801 1.663
20 C 0.373 -2.119 0.246
21 N -0.727 -2.426 -0.653
22 C -0.249 -2.997 -1.895
23 C -1.674 -3.304 0.012
24 C -2.394 -2.540 1.136
25 C -0.769 0.257 -1.679
26 N 0.403 0.428 -2.299
27 N 0.812 -0.021 -3.481
28 H 4.375 1.958 -4.189
29 H 4.913 0.459 -3.400
30 H 5.333 0.763 -5.111
31 H -1.722 3.380 0.930
32 H -1.775 4.575 3.094
33 H 1.819 2.610 4.283
34 H 1.879 1.411 2.102
35 H -2.837 -0.116 -0.325
36 H -2.766 1.450 0.485
37 H -3.009 -0.143 2.176
38 H -1.348 0.442 2.291
39 H 0.017 -2.675 2.304
40 H 0.395 -0.963 2.090
41 H 0.926 -1.270 -0.164
42 H 1.078 -2.968 0.312
43 H -1.093 -3.153 -2.566
44 H 0.446 -2.310 -2.373
45 H 0.264 -3.959 -1.746
46 H -2.406 -3.649 -0.721
47 H -1.165 -4.194 0.423
48 H -2.692 -3.257 1.916
49 H -3.302 -2.078 0.747
50 H -1.518 -0.326 -2.189

Summary:
HOMO energy: -8.05 eV
maximum force: 1.42 eV/Å
energy: -1564.3870 a.u.
LUMO: 0.006 Eh
gap between HOMO and LUMO: 8.22 eV

Results of the Löwdin charge analysis, in e, for atoms 1 through 8: -0.393 0.899 -0.724 0.136 -0.341 0.219 -0.184 -0.192

=====

Entry 4:
A molecular structure, C19H23InN5O12PS, computed with ωB97M-V/def2-TZVPD.

Geometry (Å):
1 In -0.866 0.567 -0.533
2 O 0.119 4.172 1.624
3 C -0.169 3.248 0.881
4 N 0.282 1.979 1.030
5 C 1.553 1.802 1.446
6 O 2.443 2.643 1.432
7 C 1.891 0.451 2.038
8 C 3.227 0.243 2.388
9 C 3.576 -0.883 3.101
10 C 2.582 -1.786 3.445
11 C 1.295 -1.511 3.021
12 N 0.945 -0.424 2.353
13 C -1.194 3.446 -0.245
14 C -1.881 4.759 -0.135
15 C -3.169 4.885 -0.491
16 C -3.918 3.740 -0.882
17 C -3.317 2.523 -0.764
18 N -2.065 2.352 -0.318
19 H 3.946 0.990 2.091
20 H 4.606 -1.057 3.383
21 H 2.808 -2.676 4.017
22 H 0.485 -2.189 3.269
23 H -1.277 5.584 0.200
24 H -3.660 5.850 -0.435
25 H -4.947 3.832 -1.194
26 H -3.851 1.595 -0.952
27 N -1.732 -0.035 1.640
28 C -3.137 -0.320 1.488
29 C -3.361 -1.141 0.203
30 O -4.168 -2.079 0.206
31 N -2.660 -0.686 -0.806
32 C -2.588 -1.421 -2.025
33 C -1.130 -1.813 -2.335
34 O -0.910 -2.630 -3.222
35 O -0.230 -1.265 -1.615
36 H -1.190 -0.810 1.996
37 H -1.534 0.779 2.207
38 H -3.677 0.622 1.365
39 H -3.565 -0.879 2.334
40 H -2.908 -0.795 -2.867
41 H -3.205 -2.326 -1.966
42 C 4.546 -2.487 0.038
43 O 3.291 -2.008 0.438
44 P 1.925 -1.799 -0.493
45 O 2.723 -1.991 -1.888
46 C 2.121 -1.777 -3.152
47 O 1.357 -3.369 -0.389
48 C 0.101 -3.601 0.185
49 H 4.520 -3.548 -0.226
50 H 5.212 -2.338 0.893
51 H 4.938 -1.932 -0.815
52 H 1.902 -0.717 -3.304
53 H 1.194 -2.345 -3.259
54 H 2.855 -2.117 -3.893
55 H -0.456 -2.671 0.305
56 H 0.217 -4.080 1.165
57 H -0.463 -4.264 -0.478
58 O 0.980 1.429 -1.505
59 S 0.130 2.300 -2.332
60 O -0.321 3.546 -1.487
61 O -1.056 1.543 -2.743
62 O 0.837 2.889 -3.436

Summary:
HOMO energy: -2.14 eV
maximum force: 3.33 eV/Å
energy: -2844.3868 a.u.
total charge: -2
LUMO: 0.165 Eh
gap between HOMO and LUMO: 6.62 eV

Results of the Löwdin charge analysis, in e, for atoms 1 through 8: 0.849 0.071 -0.426 0.081 -0.452 0.060 -0.200 -0.009

=====

Entry 5:
A molecular structure, C19H23IrN2O5P, computed with ωB97M-V/def2-TZVPD.

Geometry (Å):
1 Ir 0.056 -0.061 0.002
2 O 1.634 -0.898 0.937
3 C 2.817 -0.329 1.064
4 C 3.587 -0.637 2.195
5 C 4.847 -0.106 2.348
6 C 5.407 0.748 1.384
7 C 4.678 1.051 0.268
8 C 3.379 0.525 0.080
9 C 2.675 0.910 -1.098
10 N 1.442 0.634 -1.383
11 C 0.837 1.204 -2.602
12 C -0.625 0.796 -2.619
13 N -1.151 0.936 -1.254
14 C -2.352 1.355 -1.053
15 C -2.958 1.508 0.228
16 C -4.270 2.025 0.291
17 C -4.870 2.277 1.494
18 C -4.151 2.027 2.674
19 C -2.879 1.508 2.643
20 C -2.260 1.212 1.417
21 O -1.045 0.692 1.472
22 H 3.160 -1.300 2.935
23 H 5.417 -0.352 3.235
24 H 6.399 1.154 1.523
25 H 5.085 1.711 -0.490
26 H 3.233 1.520 -1.813
27 H 1.334 0.833 -3.500
28 H 0.942 2.291 -2.576
29 H -0.702 -0.254 -2.898
30 H -1.199 1.390 -3.332
31 H -2.941 1.645 -1.923
32 H -4.792 2.232 -0.636
33 H -5.876 2.669 1.538
34 H -4.606 2.245 3.632
35 H -2.322 1.319 3.551
36 C 0.877 -3.670 -0.012
37 O -0.468 -3.234 0.306
38 P -1.116 -1.867 -0.122
39 O -2.464 -1.911 0.692
40 C -2.467 -1.941 2.141
41 O -1.607 -2.007 -1.610
42 C -2.478 -3.100 -2.007
43 H 0.991 -4.636 0.469
44 H 1.597 -2.958 0.371
45 H 0.980 -3.783 -1.091
46 H -3.501 -1.808 2.440
47 H -1.848 -1.142 2.539
48 H -2.100 -2.908 2.478
49 H -2.370 -3.198 -3.082
50 H -3.502 -2.848 -1.745
51 H -2.178 -4.021 -1.512

Summary:
HOMO energy: -10.65 eV
maximum force: 2.03 eV/Å
energy: -1669.0802 a.u.
total charge: +1
LUMO: -0.135 Eh
gap between HOMO and LUMO: 6.97 eV

Results of the Löwdin charge analysis, in e, for atoms 1 through 8: 1.367 -0.274 -0.325 0.001 -0.045 -0.073 -0.034 -0.147

=====

Entry 6:
A single C19H23N molecule, computed with ωB97M-V/def2-TZVPD.

Geometry (Å):
1 C -4.363 -0.304 -4.153
2 C -3.778 -1.551 -3.887
3 C -2.790 -1.620 -2.919
4 C -2.296 -0.540 -2.308
5 C -1.212 -0.602 -1.279
6 C -1.757 -0.964 0.093
7 C -0.605 -1.070 1.007
8 C 0.342 -2.339 0.673
9 C 1.481 -2.443 1.598
10 C 2.301 -1.135 1.468
11 C 1.334 -0.025 1.863
12 C 2.068 1.295 1.799
13 C 2.728 1.827 3.001
14 C 3.369 3.125 2.983
15 C 3.459 3.856 1.798
16 C 3.046 3.189 0.653
17 C 2.376 1.990 0.646
18 N 0.215 0.094 0.965
19 C -2.954 0.645 -2.494
20 C -3.932 0.838 -3.467
21 H -5.190 -0.088 -4.839
22 H -4.038 -2.334 -4.562
23 H -2.177 -2.559 -2.750
24 H -0.437 -1.284 -1.572
25 H -0.694 0.429 -1.234
26 H -2.331 -0.210 0.498
27 H -2.407 -1.938 0.068
28 H -0.873 -1.194 2.070
29 H -0.208 -3.218 0.559
30 H 0.760 -2.296 -0.239
31 H 1.085 -2.489 2.635
32 H 2.098 -3.318 1.368
33 H 2.470 -1.108 0.445
34 H 3.188 -1.178 2.072
35 H 0.991 -0.166 2.873
36 H 2.742 1.185 3.899
37 H 3.943 3.309 3.829
38 H 3.973 4.773 1.726
39 H 3.514 3.477 -0.275
40 H 2.007 1.612 -0.319
41 H -0.283 0.904 1.356
42 H -2.758 1.619 -2.041
43 H -4.408 1.809 -3.605

Summary:
HOMO energy: -8.76 eV
maximum force: 4.01 eV/Å
energy: -792.4800 a.u.
LUMO: 0.033 Eh
gap between HOMO and LUMO: 9.66 eV

Results of the Löwdin charge analysis, in e, for atoms 1 through 8: -0.095 -0.073 -0.072 -0.280 -0.151 -0.147 -0.342 -0.149

=====

Entry 7:
A molecular structure, C19H23N2O8RuS2, computed with ωB97M-V/def2-TZVPD.

Geometry (Å):
1 Ru -0.539 0.994 1.473
2 O -2.690 0.530 1.182
3 C -3.448 1.062 0.101
4 C -3.282 2.564 0.045
5 N -1.993 2.979 -0.428
6 C -1.599 4.300 -0.026
7 C -0.945 4.397 1.372
8 O -0.866 5.538 1.851
9 O -0.498 3.324 1.866
10 C -1.612 2.512 -1.731
11 C -0.622 1.329 -1.762
12 O -0.420 0.837 -2.889
13 O -0.057 0.975 -0.691
14 H -2.570 -0.426 1.037
15 H -4.506 0.828 0.266
16 H -3.138 0.596 -0.841
17 H -3.422 2.956 1.056
18 H -4.106 2.967 -0.584
19 H -2.422 5.031 -0.071
20 H -0.827 4.657 -0.712
21 H -1.110 3.314 -2.280
22 H -2.481 2.234 -2.344
23 S -0.520 0.832 3.890
24 C 1.165 0.742 3.497
25 N 1.441 1.516 2.324
26 C 2.709 1.407 1.712
27 C 3.662 0.589 2.226
28 C 3.420 -0.159 3.397
29 C 2.137 -0.082 3.994
30 H 1.061 2.471 2.383
31 H 2.824 1.975 0.801
32 H 4.610 0.511 1.706
33 H 4.174 -0.826 3.793
34 H 1.871 -0.722 4.825
35 C 2.778 -3.226 -4.131
36 C 1.761 -3.233 -3.019
37 C 0.932 -2.139 -2.804
38 C -0.002 -2.144 -1.781
39 C -0.100 -3.250 -0.956
40 C 0.730 -4.348 -1.137
41 C 1.649 -4.338 -2.173
42 S -1.309 -3.270 0.342
43 O -2.572 -3.674 -0.224
44 O -0.775 -4.073 1.411
45 O -1.429 -1.795 0.726
46 H 2.817 -2.250 -4.614
47 H 2.534 -3.971 -4.893
48 H 3.776 -3.459 -3.754
49 H 1.010 -1.242 -3.408
50 H -0.591 -1.257 -1.619
51 H 0.660 -5.186 -0.456
52 H 2.305 -5.191 -2.316
53 C -0.161 -0.960 1.380
54 H -0.048 -1.519 2.312
55 H 0.635 -1.229 0.676

Summary:
HOMO energy (spin up / spin down): -0.21 / -0.91 eV
maximum force: 0.39 eV/Å
2S+1: 2
⟨S²⟩: 0.779
energy: -2340.5468 a.u.
total charge: -2
LUMO (spin up / spin down): 0.164 / 0.164 Eh
gap between HOMO and LUMO (spin up / spin down): 4.67 / 5.38 eV

Results of the Löwdin charge analysis, in e, for atoms 1 through 8: 0.884 -0.167 -0.209 -0.189 -0.191 -0.124 -0.665 -0.051

=====

Entry 8:
A single C19H23N3O2 molecule, computed with ωB97M-V/def2-TZVPD.

Geometry (Å):
1 C 2.398 1.235 1.776
2 C 2.678 1.039 0.443
3 C 1.792 1.587 -0.671
4 C 2.243 3.003 -1.051
5 C 2.003 0.732 -1.933
6 C 0.325 1.670 -0.252
7 N -0.406 2.857 -0.147
8 C -1.702 2.693 0.273
9 C -2.742 3.568 0.554
10 C -3.947 3.044 1.022
11 C -4.141 1.645 1.051
12 C -3.091 0.784 0.763
13 C -1.846 1.318 0.406
14 C -0.600 0.647 0.079
15 C -0.500 -0.848 0.037
16 C -0.057 -1.421 1.406
17 N -0.008 -2.894 1.268
18 C -1.106 -3.731 1.506
19 O -0.986 -4.911 1.211
20 C -2.404 -3.159 2.133
21 C -3.652 -3.199 1.195
22 N -2.297 -1.762 2.596
23 C -1.075 -1.074 2.527
24 O -0.778 -0.429 3.526
25 H 3.038 0.880 2.521
26 H 1.569 1.821 2.099
27 H 3.568 0.445 0.145
28 H 2.105 3.707 -0.204
29 H 1.681 3.352 -1.919
30 H 3.312 3.034 -1.379
31 H 1.292 1.007 -2.724
32 H 1.893 -0.334 -1.689
33 H 3.046 0.903 -2.332
34 H 0.056 3.771 -0.261
35 H -2.551 4.635 0.526
36 H -4.761 3.702 1.369
37 H -5.042 1.150 1.353
38 H -3.245 -0.289 0.777
39 H -1.430 -1.304 -0.254
40 H 0.221 -1.145 -0.666
41 H 0.921 -1.051 1.740
42 H 0.831 -3.337 0.886
43 H -2.590 -3.764 3.021
44 H -3.394 -2.661 0.299
45 H -3.923 -4.236 0.917
46 H -4.510 -2.761 1.727
47 H -2.775 -1.533 3.478

Summary:
HOMO energy: -7.70 eV
maximum force: 3.72 eV/Å
energy: -1052.5564 a.u.
LUMO: 0.022 Eh
gap between HOMO and LUMO: 8.31 eV

Results of the Löwdin charge analysis, in e, for atoms 1 through 8: 0.049 -0.094 -0.502 -0.065 -0.049 -0.120 0.116 -0.209

=====

Entry 9:
A single C19H23N3OS molecule, computed with ωB97M-V/def2-TZVPD.

Geometry (Å):
1 C 3.391 -4.619 2.670
2 C 3.433 -3.195 2.118
3 C 3.248 -3.159 0.599
4 C 1.860 -3.645 0.162
5 C 1.559 -3.163 -1.255
6 C 0.798 -3.126 1.156
7 N 1.293 -1.972 1.860
8 C 1.029 -0.677 1.585
9 O 1.632 0.231 2.148
10 C -0.022 -0.334 0.599
11 N -0.994 -1.129 0.157
12 N -1.739 -0.422 -0.682
13 C -2.913 -1.033 -1.234
14 C -1.276 0.847 -0.812
15 C -0.168 0.943 0.021
16 C 0.608 2.188 0.197
17 S -0.548 3.607 0.246
18 C -1.559 3.253 -1.158
19 C -2.130 4.330 -1.824
20 C -2.928 4.127 -2.934
21 C -3.139 2.841 -3.405
22 C -2.591 1.762 -2.737
23 C -1.825 1.940 -1.587
24 C 2.374 -2.283 2.775
25 H 3.608 -4.614 3.736
26 H 4.138 -5.235 2.175
27 H 2.418 -5.079 2.522
28 H 4.424 -2.788 2.344
29 H 3.380 -2.127 0.266
30 H 4.019 -3.763 0.117
31 H 1.841 -4.739 0.165
32 H 2.337 -3.488 -1.942
33 H 1.510 -2.076 -1.280
34 H 0.606 -3.558 -1.599
35 H -0.123 -2.868 0.638
36 H 0.571 -3.890 1.906
37 H -2.731 -1.394 -2.249
38 H -3.740 -0.322 -1.242
39 H -3.166 -1.883 -0.602
40 H 1.306 2.359 -0.628
41 H 1.147 2.184 1.142
42 H -1.933 5.327 -1.462
43 H -3.366 4.972 -3.443
44 H -3.731 2.677 -4.292
45 H -2.744 0.768 -3.127
46 H 2.812 -1.331 3.079
47 H 1.954 -2.770 3.662

Summary:
HOMO energy: -8.08 eV
maximum force: 1.06 eV/Å
energy: -1375.5316 a.u.
LUMO: 0.024 Eh
gap between HOMO and LUMO: 8.75 eV

Results of the Löwdin charge analysis, in e, for atoms 1 through 8: -0.069 -0.332 -0.140 -0.336 -0.069 -0.119 -0.038 -0.373